Below is a molecular structure, C41H44Cl2N6O6SSr in a non-equilibrium geometry, with properties calculated with wB97M-V/def2-TZVPD.

Its HOMO-LUMO gap is 8.24 eV. Its spin multiplicity is 1. The calculation puts the energy relative to the best compared isomer or geometry (same formula, charge and spin) at 128.6 kJ/mol. The value obtained for the LUMO energy is 0.214 eV.

Structure (XYZ):
```
101
C41H44Cl2N6O6SSr | OMol25 | wB97M-V/def2-TZVPD
Sr -0.206 0.900 -0.121
N 1.565 -0.677 1.131
C 2.980 -0.820 0.712
C 3.072 -1.311 -0.734
C 4.348 -0.847 -1.439
C 4.361 0.638 -1.796
N 3.236 1.031 -2.664
H 1.516 -0.305 2.075
H 1.080 -1.570 1.152
H 3.543 -1.479 1.371
H 3.437 0.169 0.780
H 2.208 -0.943 -1.291
H 3.014 -2.402 -0.761
H 4.485 -1.420 -2.360
H 5.213 -1.056 -0.794
H 5.284 0.843 -2.336
H 4.396 1.235 -0.882
H 3.499 1.824 -3.232
H 2.443 1.345 -2.122
O -1.832 2.715 -0.250
C -3.220 2.485 -0.010
C -3.764 1.719 -1.188
C -5.010 2.000 -1.730
C -5.460 1.242 -2.802
C -4.651 0.233 -3.300
C -3.423 0.019 -2.695
N -2.977 0.740 -1.661
H -1.366 2.769 0.608
H -3.750 3.421 0.131
H -3.349 1.875 0.880
H -5.612 2.805 -1.319
H -6.429 1.446 -3.251
H -4.960 -0.377 -4.140
H -2.762 -0.776 -3.041
C -0.110 -2.904 -3.583
C -0.172 -2.348 -4.847
C -0.175 -0.970 -4.979
C -0.110 -0.180 -3.840
N -0.042 -0.714 -2.618
C -0.047 -2.048 -2.499
C -0.129 1.322 -3.918
C -0.273 1.976 -5.131
C -0.287 3.359 -5.160
C -0.153 4.053 -3.974
C -0.016 3.330 -2.800
N -0.009 1.984 -2.758
H -0.118 -3.977 -3.432
H -0.222 -2.979 -5.729
H -0.222 -0.527 -5.964
H -0.031 -2.433 -1.484
H -0.379 1.422 -6.053
H -0.402 3.882 -6.102
H -0.159 5.137 -3.941
H 0.083 3.854 -1.859
C 5.304 4.603 5.055
C 4.289 4.239 4.005
C 4.074 5.053 2.897
C 3.119 4.731 1.942
C 2.381 3.562 2.097
C 2.577 2.738 3.201
C 3.528 3.078 4.141
S 1.165 3.130 0.911
O 1.772 2.180 -0.038
O 0.718 4.355 0.304
O 0.099 2.428 1.682
H 5.843 5.511 4.788
H 6.034 3.802 5.192
H 4.820 4.770 6.019
H 4.659 5.960 2.781
H 2.941 5.374 1.087
H 1.978 1.841 3.324
H 3.683 2.435 5.001
Cl 0.174 -3.621 3.329
C -0.263 -4.370 1.815
C 0.759 -4.553 0.901
C 0.533 -5.201 -0.299
C -0.746 -5.648 -0.588
C -1.765 -5.438 0.320
Cl -3.362 -6.010 -0.097
C -1.578 -4.797 1.560
N -2.643 -4.679 2.446
C -2.894 -3.599 3.368
C -2.965 -3.915 4.720
C -3.167 -2.928 5.667
C -3.278 -1.605 5.255
C -3.226 -1.293 3.904
C -3.064 -2.285 2.932
C -3.106 -1.916 1.458
C -1.973 -1.041 0.950
O -1.165 -1.527 0.115
O -1.905 0.170 1.381
H 1.750 -4.201 1.161
H 1.345 -5.361 -0.996
H -0.966 -6.158 -1.517
H -3.470 -5.165 2.157
H -2.824 -4.949 5.013
H -3.214 -3.186 6.720
H -3.415 -0.815 5.985
H -3.328 -0.265 3.575
H -4.022 -1.341 1.292
H -3.143 -2.804 0.835
```

---

Below is 2 unconnected molecules or ions with the total composition C6H12ClO4P in a non-equilibrium geometry, with properties calculated with wB97M-V/def2-TZVPD.

Its HOMO-LUMO gap is 5.54 eV. Its spin multiplicity is 1. The total charge is -2. The value obtained for the LUMO energy is 5.207 eV.

Structure (XYZ):
```
24
C6H12ClO4P | OMol25 | wB97M-V/def2-TZVPD
C 1.609 -0.066 2.545
C -0.722 -0.542 -1.543
C 0.883 0.299 1.147
C 0.749 -0.633 -1.308
C -0.274 2.529 -1.225
C 1.316 -0.746 0.161
O 1.887 1.675 -2.568
O 2.304 2.660 -0.212
O 1.374 4.126 -2.057
O -1.025 2.625 -0.312
P 1.543 2.763 -1.525
Cl 0.838 -2.522 0.797
H 1.154 0.596 3.337
H 2.588 0.119 2.426
H 1.628 -1.110 2.935
H -1.087 0.294 -0.901
H -0.851 -0.116 -2.551
H -1.057 -1.570 -1.466
H 1.364 1.170 0.703
H -0.169 0.096 1.334
H 1.196 -1.428 -1.964
H 1.139 0.353 -1.666
H -0.787 2.705 -2.177
H 2.395 -0.813 0.193
```

---

Below is a molecular structure, C6H5N2O4PtS3 in a non-equilibrium geometry, with properties calculated with wB97M-V/def2-TZVPD.

As for the expectation value of S²: 0.77. Its HOMO-LUMO gap (spin up / spin down) is 4.68 / 5.48 eV. Its spin multiplicity is 2. The calculation puts the energy relative to the best compared isomer or geometry (same formula, charge and spin) at 292.8 kJ/mol. The total charge is -2. The value obtained for the LUMO energy (spin up / spin down) is 4.896 / 4.887 eV.

Structure (XYZ):
```
21
C6H5N2O4PtS3 | OMol25 | wB97M-V/def2-TZVPD
Pt 0.083 1.733 0.614
O 1.344 -0.080 -0.674
N 0.719 -1.206 -0.790
C 1.453 -2.283 -1.168
C 0.915 -3.490 -1.542
C -0.478 -3.604 -1.502
C -1.220 -2.546 -1.053
C -0.663 -1.293 -0.642
S -1.631 -0.070 0.003
H 2.511 -2.071 -1.167
H 1.566 -4.294 -1.855
H -0.967 -4.525 -1.800
H -2.297 -2.614 -0.975
N -0.101 1.317 3.515
C 0.288 1.019 2.404
H -0.715 2.132 3.584
O -1.263 3.915 1.544
S -0.166 4.483 0.741
O 1.145 4.036 1.272
O -0.256 5.932 0.594
S -0.269 3.508 -1.103
```

---

Below is a molecular structure, C24H50ClN9ReSSbSi3, with properties calculated with wB97M-V/def2-TZVPD.

As for the expectation value of S²: 0.76. Its HOMO-LUMO gap (spin up / spin down) is 6.75 / 6.67 eV. Its spin multiplicity is 2. The calculation puts the energy relative to the best compared isomer or geometry (same formula, charge and spin) at 0.0 kJ/mol. The total charge is +3. The value obtained for the LUMO energy (spin up / spin down) is -9.321 / -9.315 eV.

Structure (XYZ):
```
90
C24H50ClN9ReSSbSi3 | OMol25 | wB97M-V/def2-TZVPD
Re 0.239 -0.382 0.792
C 3.420 1.675 -2.215
Si 4.242 0.163 -1.467
C 5.989 0.522 -0.891
C 4.230 -1.262 -2.677
Sb 2.993 -0.598 0.707
Si 3.821 1.194 2.414
C 2.425 1.584 3.603
C 4.186 2.722 1.393
C 5.315 0.536 3.312
Si 3.960 -2.986 1.151
C 5.793 -2.696 1.327
C 3.178 -3.684 2.696
C 3.465 -3.973 -0.371
H 3.715 1.740 -3.265
H 3.744 2.593 -1.724
H 2.332 1.625 -2.175
H 6.198 1.592 -0.906
H 6.703 0.045 -1.565
H 6.203 0.153 0.113
H 4.732 -0.917 -3.585
H 3.242 -1.619 -2.968
H 4.798 -2.114 -2.300
H 1.510 1.887 3.086
H 2.738 2.424 4.229
H 2.192 0.746 4.261
H 3.377 2.929 0.692
H 5.110 2.628 0.822
H 4.298 3.579 2.061
H 5.087 -0.393 3.837
H 5.653 1.262 4.055
H 6.149 0.352 2.634
H 6.005 -1.937 2.078
H 6.244 -2.389 0.382
H 6.293 -3.616 1.641
H 3.441 -3.112 3.586
H 3.539 -4.706 2.837
H 2.091 -3.735 2.614
H 2.728 -3.474 -1.001
H 3.045 -4.932 -0.062
H 4.331 -4.186 -1.000
N -4.552 1.906 -0.328
N -3.668 1.024 0.234
N -4.066 -0.012 0.941
C -2.919 -0.496 1.378
N -1.883 0.233 0.930
N -2.393 1.217 0.196
H -5.482 1.499 -0.284
H -4.275 2.118 -1.281
H -2.838 -1.365 2.007
S 0.506 -1.284 2.799
C -0.663 -0.817 4.084
N -0.720 -1.637 5.110
C -1.508 -1.365 6.327
C -1.677 0.136 6.475
C -2.212 0.729 5.184
N -1.337 0.312 4.071
H -0.173 -2.486 5.062
H -0.969 -1.792 7.169
H -2.469 -1.875 6.241
H -0.717 0.594 6.720
H -2.363 0.352 7.292
H -2.213 1.817 5.215
H -3.230 0.390 4.979
H -1.234 0.901 3.261
C -0.663 4.197 -1.817
N 0.318 3.856 -0.771
C 0.965 4.955 -0.033
C 0.417 2.632 -0.375
N 0.555 1.528 -0.042
H -1.549 4.646 -1.370
H -0.932 3.296 -2.366
H -0.199 4.904 -2.501
H 0.242 5.441 0.623
H 1.342 5.673 -0.758
H 1.796 4.569 0.548
Cl -1.563 1.482 -4.844
C -1.163 0.433 -3.549
C -2.195 -0.247 -2.879
C -1.892 -1.053 -1.816
C -0.550 -1.238 -1.405
C -0.221 -2.097 -0.246
C 0.463 -0.601 -2.134
C 0.159 0.246 -3.195
H -3.212 -0.144 -3.233
H -2.684 -1.594 -1.310
H 0.643 -2.752 -0.358
H -1.065 -2.664 0.149
H 1.499 -0.798 -1.892
H 0.941 0.727 -3.765
```

---

Below is C7H8BrClN2 in the gas phase in a non-equilibrium geometry, with properties calculated with wB97M-V/def2-TZVPD.

As for the SMILES: Cl[C@](Br)(C1CC1)n1cccn1. Its HOMO-LUMO gap is 10.22 eV. Its spin multiplicity is 1. The calculation puts the energy relative to the best compared isomer or geometry (same formula, charge and spin) at 0.0 kJ/mol. The value obtained for the LUMO energy is 0.719 eV.

Structure (XYZ):
```
19
C7H8BrClN2 | OMol25 | wB97M-V/def2-TZVPD
C 0.094 2.824 0.412
C -0.193 2.583 -0.968
C -0.639 1.908 1.123
C -0.060 -1.789 0.291
C 0.400 -0.815 1.391
C -1.078 -1.150 1.303
C -2.158 0.102 0.564
N -1.114 1.673 -1.083
N -1.327 1.194 0.167
Cl -3.297 0.643 1.767
Br -2.965 -0.753 -0.965
H 0.865 3.498 0.829
H -0.083 3.292 -1.724
H -0.546 1.529 2.113
H -0.071 -1.309 -0.807
H 0.087 -2.837 0.330
H 0.622 -1.386 2.337
H 0.843 0.097 1.097
H -1.482 -1.622 2.130
```

---

Below is 2 unconnected molecules or ions with the total composition C3H4O in a non-equilibrium geometry, with properties calculated with wB97M-V/def2-TZVPD.

Its HOMO-LUMO gap is 9.86 eV. Its spin multiplicity is 1. The calculation puts the energy relative to the best compared isomer or geometry (same formula, charge and spin) at 348.9 kJ/mol. The value obtained for the LUMO energy is -0.246 eV.

Structure (XYZ):
```
8
C3H4O | OMol25 | wB97M-V/def2-TZVPD
C 0.285 0.648 -0.178
C -0.280 -0.688 -0.282
C -0.531 -1.817 -0.505
H 0.416 1.612 1.903
H 1.348 0.529 0.003
H 0.021 1.144 -1.146
H -0.849 -2.852 -0.574
O -0.410 1.424 0.779
```

---

Below is a molecular structure, C35H35CaN7O4, with properties calculated with wB97M-V/def2-TZVPD.

Its HOMO-LUMO gap is 7.57 eV. Its spin multiplicity is 1. The calculation puts the energy relative to the best compared isomer or geometry (same formula, charge and spin) at 0.0 kJ/mol. The value obtained for the LUMO energy is 0.470 eV.

Structure (XYZ):
```
82
C35H35CaN7O4 | OMol25 | wB97M-V/def2-TZVPD
Ca -0.491 0.678 0.438
C 1.985 3.426 -1.159
C 1.813 2.921 0.246
C 2.736 2.065 0.830
C 2.584 1.626 2.146
C 3.560 0.658 2.752
C 1.495 2.072 2.882
C 0.562 2.955 2.337
C -0.570 3.477 3.178
C 0.724 3.350 1.012
H 2.076 4.514 -1.162
H 1.127 3.164 -1.782
H 2.879 3.005 -1.615
H 3.588 1.721 0.253
H 4.551 0.764 2.309
H 3.232 -0.371 2.587
H 3.641 0.809 3.829
H 1.358 1.728 3.901
H -0.206 4.240 3.869
H -1.019 2.673 3.760
H -1.347 3.932 2.562
H 0.023 4.055 0.578
C 6.430 -0.896 -1.273
C 4.941 -0.691 -1.345
C 4.361 0.054 -2.374
C 3.001 0.262 -2.421
C 2.116 -0.256 -1.456
N 0.766 0.072 -1.496
C 0.157 -0.125 -2.716
C 0.427 -1.267 -3.510
C -0.216 -1.530 -4.697
C -1.203 -0.677 -5.196
C -1.929 -0.983 -6.477
C -1.483 0.448 -4.447
C -0.810 0.737 -3.258
N -1.143 1.985 -2.649
C -1.326 3.148 -3.304
C -1.819 4.066 -2.404
C -1.899 3.355 -1.203
N -1.477 2.103 -1.350
C 2.705 -1.049 -0.469
C 4.087 -1.232 -0.403
N 1.928 -1.732 0.512
C 2.129 -2.988 0.965
C 1.288 -3.181 2.035
C 0.598 -1.968 2.166
N 1.007 -1.094 1.253
H 6.791 -1.463 -2.133
H 6.711 -1.441 -0.373
H 6.960 0.058 -1.267
H 4.994 0.492 -3.139
H 2.570 0.857 -3.218
H 1.173 -1.961 -3.143
H 0.037 -2.430 -5.246
H -1.236 -1.059 -7.317
H -2.655 -0.204 -6.714
H -2.467 -1.931 -6.414
H -2.253 1.135 -4.782
H -1.092 3.233 -4.351
H -2.072 5.095 -2.587
H -2.235 3.695 -0.235
H 4.492 -1.815 0.417
H 2.837 -3.641 0.484
H 1.173 -4.075 2.622
H -0.164 -1.677 2.871
C -3.740 -0.631 -1.886
C -3.848 -0.456 -0.413
N -2.863 -0.132 0.398
C -3.412 -0.033 1.662
C -4.748 -0.312 1.599
N -5.000 -0.576 0.277
C -5.876 -0.380 2.565
O -5.598 -0.134 3.821
O -6.973 -0.695 2.160
C -2.552 0.329 2.842
O -3.088 0.403 3.960
O -1.330 0.522 2.581
H -2.782 -1.076 -2.148
H -3.802 0.339 -2.384
H -4.538 -1.268 -2.265
H -5.918 -0.820 -0.064
H -4.610 0.091 3.943
```

---

Below is 2 unconnected molecules or ions with the total composition CHBrF2O in a non-equilibrium geometry, with properties calculated with wB97M-V/def2-TZVPD.

Its HOMO-LUMO gap is 9.08 eV. Its spin multiplicity is 1. The calculation puts the energy relative to the best compared isomer or geometry (same formula, charge and spin) at 366.6 kJ/mol. The value obtained for the LUMO energy is -0.407 eV.

Structure (XYZ):
```
6
CHBrF2O | OMol25 | wB97M-V/def2-TZVPD
C -0.377 -0.752 0.184
O -1.296 -0.930 -1.585
F -1.222 -0.606 1.138
F 0.395 -1.830 0.329
Br -2.461 0.367 -1.781
H 0.210 0.225 0.001
```

---

Below is 2 unconnected molecules or ions with the total composition C4H12 in a non-equilibrium geometry, with properties calculated with wB97M-V/def2-TZVPD.

As for the expectation value of S²: 0.75. Its HOMO-LUMO gap (spin up / spin down) is 2.72 / 12.19 eV. Its spin multiplicity is 2. The calculation puts the energy relative to the best compared isomer or geometry (same formula, charge and spin) at 62.4 kJ/mol. The total charge is -1. The value obtained for the LUMO energy (spin up / spin down) is 4.286 / 4.408 eV.

Structure (XYZ):
```
16
C4H12 | OMol25 | wB97M-V/def2-TZVPD
C -0.491 0.207 -2.350
C 0.852 0.770 -1.761
H -0.866 0.845 -3.131
H -0.158 -0.585 -3.059
H -1.244 0.028 -1.610
H 0.929 1.846 -1.776
H 1.760 0.237 -2.104
H 0.931 0.469 -0.703
C 0.339 -0.068 2.468
C -0.722 -0.855 1.670
H 1.304 -0.599 2.333
H 0.488 0.929 2.059
H -0.051 -0.034 3.474
H -0.457 -1.156 0.658
H -1.635 -0.262 1.598
H -0.979 -1.772 2.234
```

---

Below is 2 unconnected molecules or ions with the total composition C3H12NO in a non-equilibrium geometry, with properties calculated with wB97M-V/def2-TZVPD.

Its HOMO-LUMO gap is 11.74 eV. Its spin multiplicity is 1. The calculation puts the energy relative to the best compared isomer or geometry (same formula, charge and spin) at 157.3 kJ/mol. The total charge is +1. The value obtained for the LUMO energy is -3.132 eV.

Structure (XYZ):
```
17
C3H12NO | OMol25 | wB97M-V/def2-TZVPD
C -1.252 2.577 0.680
O -0.310 1.486 0.579
H -1.613 2.584 1.737
H -2.163 2.440 0.131
H -0.795 3.487 0.263
H 0.104 1.555 1.460
C 0.151 -2.061 0.481
N 0.054 -1.117 -0.654
C 1.314 -0.733 -1.343
H -0.812 -2.107 1.022
H 0.872 -1.670 1.230
H 0.279 -3.116 0.266
H -0.678 -1.294 -1.357
H -0.330 -0.222 -0.237
H 2.022 -1.554 -1.500
H 1.159 -0.025 -2.153
H 1.997 -0.231 -0.605
```

---

Below is 2 unconnected molecules or ions with the total composition C7H15BrCl2NOP2, with properties calculated with wB97M-V/def2-TZVPD.

Its HOMO-LUMO gap is 8.58 eV. Its spin multiplicity is 1. The total charge is +1. The value obtained for the LUMO energy is -4.254 eV.

Structure (XYZ):
```
29
C7H15BrCl2NOP2 | OMol25 | wB97M-V/def2-TZVPD
C 3.239 0.584 -0.831
P 1.846 -0.606 -0.691
C 1.888 -1.442 -2.310
N 0.449 0.534 -0.979
C 0.054 1.047 -2.086
C -1.220 1.794 -1.957
C -1.223 2.099 -0.457
C -0.469 0.898 0.137
P -1.575 -0.449 0.860
O -0.500 -1.320 1.695
Br -1.826 -1.672 -0.998
H 3.905 0.428 0.017
H 3.796 0.416 -1.753
H 2.902 1.619 -0.810
H 1.886 -0.787 -3.179
H 2.814 -2.021 -2.329
H 1.050 -2.137 -2.376
H 0.617 0.890 -2.997
H -1.988 1.043 -2.194
H -1.368 2.625 -2.640
H -2.214 2.268 -0.041
H -0.614 2.986 -0.273
H 0.127 1.188 1.008
H 0.166 -1.818 1.208
C -2.309 -1.715 4.676
Cl -1.975 -2.230 6.328
Cl -3.138 -0.148 4.611
H -1.367 -1.622 4.150
H -2.953 -2.452 4.210
```

---

Looking at molar mass for the records above, in order, we have 907.43, 214.59, 460.40, 924.47, 235.51, 56.06, 657.79, 146.92, 60.14, 78.13, 341.96 g/mol.
Looking at E for the records above, in order, we have -101179.1119, -36418.4607, -53223.5013, -94746.2268, -92930.4621, -5218.5203, -73929.2970, -78574.4663, -4340.3899, -6835.7837, -124699.6692 eV.